[1]
The following is a DFT calculation (the ωB97M-V functional and the def2-TZVPD basis) of a molecular structure, C14H18N2O9Rh.

Geometry (Å):
Rh 0.61 -1.84 -0.33
O -2.76 -1.86 2.34
C -1.59 -2.06 1.77
O -1.46 -2.38 0.60
C -0.47 -1.88 2.75
O 0.78 -1.90 2.10
C 1.73 -2.89 2.50
C 2.04 -3.88 1.38
O 2.81 -4.77 1.62
O 1.43 -3.61 0.23
H -3.48 -1.99 1.69
H -0.60 -0.92 3.25
H -0.54 -2.68 3.49
H 2.67 -2.41 2.74
H 1.38 -3.48 3.35
N 0.42 -2.28 -2.54
C 1.51 -1.56 -3.23
C 2.81 -1.83 -2.49
N 2.68 -1.34 -1.11
H 0.54 -3.29 -2.64
H -0.49 -2.04 -2.93
H 1.29 -0.49 -3.19
H 1.61 -1.85 -4.27
H 3.63 -1.35 -3.01
H 3.00 -2.90 -2.46
H 2.57 -0.32 -1.09
H 3.46 -1.63 -0.53
O 1.42 1.18 -1.16
C 0.35 1.15 -0.56
O -0.19 0.03 -0.07
C -0.44 2.37 -0.35
C 0.06 3.58 -0.81
C -0.65 4.77 -0.65
C -1.86 4.68 -0.02
O -2.74 5.68 0.24
C -3.85 5.09 0.93
O -3.59 3.69 1.04
C -2.37 3.48 0.45
C -1.69 2.31 0.30
H 1.03 3.57 -1.30
H -0.26 5.71 -1.00
H -4.76 5.25 0.35
H -3.94 5.53 1.92
H -2.09 1.37 0.67

2S+1 ... 5
Net charge ... +1
Orbital gap (alpha / beta) ... 8.28 / 4.68 eV
HOMO level (alpha / beta) ... -10.70 / -10.69 eV

Want to see where the charge sits? The Mulliken charges in e are: 0.735 -0.436 0.566 -0.577 -0.387 -0.352 -0.185 0.409 -0.555 -0.617 0.401 0.387 0.452 0.312 0.353 -0.413 -0.519 -0.543 -0.242 0.293 0.265 0.346 0.393 0.396 0.368 0.368 0.251 -0.775 1.098 -0.576 0.028 -0.526 -0.948 0.878 -0.473 -0.234 -0.504 1.026 -1.331 0.480 0.447 0.258 0.259 0.425

***

[2]
The following is a DFT calculation (the ωB97M-V functional and the def2-TZVPD basis) of a molecular structure, C4H8N3O2.

Geometry (Å):
C -0.86 1.97 0.15
C 0.28 0.05 -1.16
C 0.41 1.13 -0.04
C 0.24 -1.50 0.77
N 0.36 -0.57 1.69
N 0.31 -1.24 -0.53
N -0.32 -2.50 -0.77
O 0.93 0.60 1.19
O -0.21 -2.75 0.63
H -1.73 1.35 0.35
H -0.71 2.65 0.98
H -0.68 0.17 -1.68
H 1.09 0.13 -1.88
H 1.23 1.81 -0.30
H 0.47 -0.68 2.69
H -1.04 2.55 -0.75
H 0.22 -3.18 -1.32

Net charge ... +1
Orbital gap ... 11.15 eV
HOMO level ... -14.37 eV

Want to see where the charge sits? The Mulliken charges in e are: -1.375 -0.573 0.467 0.451 -0.066 0.194 -0.212 -0.292 -0.231 0.334 0.383 0.344 0.292 0.313 0.274 0.409 0.289

***

The calculation returns the following DFT total energy values, one per record and in order: -1441.2451; -471.5218 a.u..
The calculation returns the following energy relative to the best compared isomer or geometry (same formula, charge and spin) values, one per record and in order: 14.2; 150.1 kcal/mol.